{"formula": "C4H5NO2", "method": "ωB97M-V/def2-TZVPD", "elements": ["C", "O", "C", "N", "O", "C", "C", "H", "H", "H", "H", "H"], "positions_angstrom": [[-0.43915, -2.15819, -0.65014], [0.21339, -0.91103, -0.86818], [-0.03788, 0.02768, 0.05162], [-0.79650, -0.03439, 1.05628], [-0.01416, 2.13395, 1.97539], [0.57353, 2.25528, 0.91446], [0.41180, 1.36143, -0.19526], [-0.18693, -2.56205, 0.33595], [-1.52411, -2.05436, -0.73140], [-0.06329, -2.81978, -1.42895], [1.30327, 3.07102, 0.76611], [0.56001, 1.69044, -1.22588]], "forces_ev_per_a": [[-0.049, -0.381, 0.056], [0.262, 0.020, -0.100], [-0.799, 0.193, 0.247], [-0.348, -1.166, -0.004], [0.435, 0.330, -0.226], [-0.018, 0.444, 0.529], [0.578, 0.373, -0.754], [-0.041, 0.082, -0.118], [0.108, 0.050, 0.020], [-0.084, 0.034, 0.092], [-0.086, 0.059, -0.053], [0.042, -0.037, 0.312]], "charge": 0, "e_lumo_ev": [-1.84, -0.59], "homo_lumo_gap_ev": [7.7, 8.8]}

---

{"formula": "C4H5NO2", "method": "ωB97M-V/def2-TZVPD", "elements": ["C", "C", "C", "C", "O", "N", "O", "H", "H", "H", "H", "H"], "positions_angstrom": [[1.39045, 0.06953, -0.00380], [-1.62409, -0.28033, 0.07126], [-0.52501, -1.24137, 0.35066], [2.20066, 0.91544, -0.54451], [-1.34900, 1.06319, -0.03684], [0.76805, -0.78846, 0.60446], [-1.11984, -1.08320, -0.92073], [-1.43343, 1.48335, 0.82809], [-2.63370, -0.51868, 0.40819], [-0.74226, -2.18091, 0.84946], [2.18827, 1.95974, -0.29646], [2.87992, 0.60170, -1.30977]], "forces_ev_per_a": [[-0.552, -0.806, 0.547], [-0.194, -0.191, 1.086], [-0.677, -0.102, 0.515], [0.383, 0.578, -0.396], [0.121, 0.169, -0.236], [0.721, 0.416, 0.012], [0.159, -0.022, -1.072], [-0.042, -0.123, -0.062], [0.014, 0.074, -0.122], [-0.009, 0.035, -0.169], [-0.162, 0.202, 0.140], [0.238, -0.229, -0.242]], "charge": 0, "e_lumo_ev": 0.72, "homo_lumo_gap_ev": 9.8}

---

{"formula": "C4H5NO2", "method": "ωB97M-V/def2-TZVPD", "elements": ["O", "C", "C", "C", "N", "C", "O", "H", "H", "H", "H", "H"], "positions_angstrom": [[-0.81042, 2.49109, 0.18314], [-0.23148, 1.45264, 0.10129], [-0.92769, 0.03092, 0.25426], [-0.18608, -1.25204, -0.32830], [0.79920, -0.45571, -1.02298], [1.53767, 0.17662, -0.22242], [1.18395, 1.47417, -0.00799], [-1.09754, -0.07458, 1.32747], [-1.87992, 0.17176, -0.25604], [-0.81242, -1.83701, -1.01476], [0.23170, -1.96840, 0.41256], [2.19304, -0.20947, 0.57378]], "forces_ev_per_a": [[0.338, -0.875, -0.076], [-0.479, 0.021, -0.036], [-0.286, -0.328, 0.183], [-0.272, 0.339, 0.139], [0.985, 0.163, -0.454], [-0.116, -0.217, -0.043], [0.106, -0.111, -0.021], [-0.227, 0.074, 0.079], [-0.022, -0.028, 0.203], [0.164, 0.387, 0.128], [-0.285, 0.568, 0.053], [0.095, 0.007, -0.154]], "charge": 0, "e_lumo_ev": 0.04, "homo_lumo_gap_ev": 9.1}

---

{"formula": "C4H5NO2", "method": "ωB97M-V/def2-TZVPD", "elements": ["O", "C", "N", "C", "C", "O", "C", "H", "H", "H", "H", "H"], "positions_angstrom": [[0.93109, 2.51625, 0.48763], [0.46132, 1.41616, 0.42754], [1.22679, 0.19881, 0.37719], [0.57908, -0.95643, 0.24890], [-0.88147, -0.51618, 0.22832], [-1.23969, 0.07457, 1.47857], [-0.96836, 0.93996, 0.37855], [2.23339, 0.25568, 0.49926], [0.64005, -2.17187, -1.58102], [0.42744, -2.22214, -2.31640], [-1.64405, -1.11999, -0.25548], [-1.76559, 1.58519, 0.02693]], "forces_ev_per_a": [[-0.231, -0.571, -0.047], [0.035, 0.338, 0.019], [-0.026, -0.314, 0.006], [0.196, 0.576, 0.332], [-0.028, -0.118, -0.183], [0.029, 0.011, 0.050], [-0.038, 0.198, -0.079], [-0.171, -0.047, -0.025], [-0.181, -0.108, -0.749], [0.158, 0.009, 0.520], [0.145, 0.119, 0.104], [0.111, -0.092, 0.053]], "charge": 0, "e_lumo_ev": -0.34, "homo_lumo_gap_ev": 8.8}

---

{"formula": "C4H5NO2", "method": "ωB97M-V/def2-TZVPD", "elements": ["O", "C", "C", "C", "N", "C", "O", "H", "H", "H", "H", "H"], "positions_angstrom": [[-1.02458, 2.43099, 0.01943], [-0.39312, 1.41723, 0.04664], [-0.98742, 0.01178, 0.19367], [-0.12020, -0.92060, -0.61888], [1.19685, -0.85282, -0.23393], [1.67740, 0.28585, 0.06194], [0.98000, 1.47728, 0.02395], [-0.94741, -0.19706, 1.27466], [-2.02608, 0.05614, -0.13086], [-0.54764, -2.00278, -0.98476], [-0.66585, -2.48098, -0.14218], [2.71747, 0.45656, 0.32224]], "forces_ev_per_a": [[0.285, -0.518, -0.027], [-0.338, 0.160, 0.012], [-0.134, -0.006, -0.045], [-0.403, -1.114, 0.630], [0.313, 0.202, 0.018], [-0.251, -0.615, -0.180], [-0.146, -0.094, -0.026], [-0.052, 0.048, -0.168], [0.079, -0.020, 0.064], [0.310, 0.990, -0.683], [0.513, 1.105, 0.467], [-0.177, -0.137, -0.062]], "charge": 0, "e_lumo_ev": -0.52, "homo_lumo_gap_ev": 8.2}

---

{"formula": "C4H5NO2", "method": "ωB97M-V/def2-TZVPD", "elements": ["O", "C", "C", "O", "N", "C", "C", "H", "H", "H", "H", "H"], "positions_angstrom": [[-0.80171, -0.56320, 2.27558], [-0.46746, -1.37211, 1.45027], [-0.32051, -1.03558, -0.03387], [-0.51107, -1.88479, -0.86834], [-0.02516, 0.30305, -0.36007], [-0.08985, 0.79739, -1.60905], [0.74476, 1.15845, 0.39049], [-0.35193, -2.45165, 1.66357], [-0.40900, 1.82321, -1.71302], [0.13685, 0.16758, -2.46318], [1.67527, 1.48312, -0.05218], [0.38696, 1.55767, 1.33161]], "forces_ev_per_a": [[0.193, -0.402, -0.384], [-0.164, 0.274, 0.358], [0.169, 0.231, -0.384], [-0.050, 0.272, 0.306], [-0.162, -0.605, 0.290], [-0.217, -0.071, -1.110], [0.297, 0.363, 0.885], [0.016, 0.129, -0.016], [0.151, -0.104, -0.015], [-0.140, 0.059, 0.096], [-0.135, 0.009, 0.049], [0.042, -0.153, -0.075]], "charge": 0, "e_lumo_ev": [-0.57, -0.68], "homo_lumo_gap_ev": [7.7, 7.8]}

---

{"formula": "C4H5NO2", "method": "ωB97M-V/def2-TZVPD", "elements": ["O", "C", "C", "C", "N", "C", "O", "H", "H", "H", "H", "H"], "positions_angstrom": [[1.07566, -1.52400, -0.02219], [1.04011, -0.40781, -0.67148], [0.62181, 0.72774, 0.23312], [-0.74564, 1.25686, 0.23771], [-0.40273, 0.06870, 1.04778], [-0.58224, -1.14019, 0.21534], [-0.76969, -0.93897, -1.05173], [1.68777, -0.26856, -1.54120], [1.44397, 1.22644, 0.74514], [-1.36526, 1.09673, -0.63697], [-0.94403, 2.14288, 0.83406], [-1.06134, -1.97106, 0.73967]], "forces_ev_per_a": [[0.031, 0.143, -0.068], [0.220, 0.030, 0.076], [0.201, 0.050, -0.069], [-0.124, 0.188, -0.128], [-0.083, -0.183, 0.081], [-0.266, -0.145, -0.022], [-0.016, 0.012, 0.164], [-0.116, -0.001, 0.076], [-0.116, -0.075, -0.088], [0.105, 0.035, 0.112], [0.062, -0.154, -0.080], [0.101, 0.101, -0.054]], "charge": 0, "e_lumo_ev": 0.30, "homo_lumo_gap_ev": 10.4}

---

{"formula": "C4H5NO2", "method": "ωB97M-V/def2-TZVPD", "elements": ["O", "C", "C", "C", "N", "C", "O", "H", "H", "H", "H", "H"], "positions_angstrom": [[2.64386, -0.40103, -0.54768], [1.44874, -0.24305, -0.61448], [0.68208, 0.44677, 0.47492], [-0.53459, 1.18163, 0.05189], [-0.67258, -0.00149, 0.87548], [-1.20868, -1.17301, 0.27467], [-1.38066, -1.35872, -0.90250], [0.86299, -0.55650, -1.49960], [1.29470, 0.80412, 1.29861], [-0.82148, 1.10311, -0.99455], [-0.80426, 2.10785, 0.54933], [-1.51011, -1.90969, 1.03390]], "forces_ev_per_a": [[-0.458, 0.076, -0.025], [0.278, -0.055, 0.066], [0.271, 0.104, 0.015], [-0.073, 0.246, -0.203], [-0.171, -0.121, 0.078], [-0.086, -0.165, -0.456], [-0.042, 0.213, 0.488], [0.103, -0.013, 0.130], [-0.098, -0.068, -0.126], [0.053, -0.057, 0.107], [0.083, -0.134, -0.031], [0.140, -0.026, -0.044]], "charge": 0, "e_lumo_ev": 0.51, "homo_lumo_gap_ev": 10.5}

---

{"formula": "C4H5NO2", "method": "ωB97M-V/def2-TZVPD", "elements": ["N", "C", "C", "C", "O", "C", "O", "H", "H", "H", "H", "H"], "positions_angstrom": [[0.38650, 1.27584, 0.99987], [0.18687, 0.25310, 0.03691], [-1.17344, 0.11931, -0.66224], [-0.67013, -0.98099, 0.17925], [0.27667, -1.78158, -0.56673], [1.18768, -0.73604, -0.53535], [2.36400, -0.80040, -0.73248], [0.48175, 2.18871, 0.56125], [1.22877, 1.09395, 1.54410], [-1.91405, 0.76967, -0.19864], [-1.29526, -0.02613, -1.73397], [-1.05937, -1.37546, 1.10805]], "forces_ev_per_a": [[0.420, 0.056, -0.242], [-0.024, 0.012, 0.047], [-0.015, -0.022, -0.031], [-0.193, 0.011, 0.307], [0.012, -0.036, -0.013], [0.583, 0.095, -0.040], [-0.922, 0.193, 0.031], [0.029, -0.211, 0.102], [-0.263, 0.102, -0.088], [0.153, -0.170, -0.050], [0.278, 0.043, 0.200], [-0.059, -0.072, -0.225]], "charge": 0, "e_lumo_ev": 0.91, "homo_lumo_gap_ev": 10.6}